# 1
Formula: C9H10N2
Source: OMol25
Level of theory: ωB97M-V/def2-TZVPD

Values from the calculation:
LUMO: 0.627 eV
HOMO-LUMO gap: 8.7 eV
HOMO: -8.0829 eV
ΔE to the lowest compared entry with this formula, charge and spin: 658.4 kJ/mol

```
! RIJCOSX wB97M-V def2-TZVPD def2/J DEFGRID3
* xyz 0 1
C -2.83 -0.36 0.35
C -1.36 -0.38 0.12
C -0.50 -1.35 0.04
C 0.91 -0.86 -0.06
C 2.12 -1.32 -0.28
C 3.25 -0.52 -0.19
C 3.02 0.83 -0.14
C 1.82 1.52 0.05
C 0.74 0.57 0.01
H -4.77 0.25 -0.75
H -3.43 1.43 -0.68
H -3.12 0.15 1.54
H -3.11 -1.25 0.17
H -0.46 -2.18 0.43
H 2.60 -2.54 -0.17
H 4.58 -0.94 -0.21
H 3.73 1.54 -0.31
H 1.90 2.52 0.12
H -0.88 1.72 0.55
N -3.50 0.34 -0.79
N -0.71 0.81 0.19
*
```



# 2
Formula: C3H5NO2
Source: OMol25
Level of theory: ωB97M-V/def2-TZVPD

Values from the calculation:
LUMO (alpha / beta): -2.151 / 0.405 eV
HOMO-LUMO gap (alpha / beta): 6.0 / 10.7 eV
HOMO (alpha / beta): -8.1235 / -10.2874 eV
ΔE to the lowest compared entry with this formula, charge and spin: 504.2 kJ/mol

```
! RIJCOSX wB97M-V def2-TZVPD def2/J DEFGRID3
* xyz 0 1
C -0.41 0.82 0.17
C 1.47 -2.21 -0.63
C -1.48 1.23 0.92
O 0.03 -0.37 0.19
O 0.23 1.66 -0.70
N 0.45 -2.42 -1.23
H -0.16 2.54 -0.67
H 1.35 -1.18 0.03
H 2.36 -2.83 -0.52
H -1.94 0.52 1.59
H -1.89 2.23 0.86
*
```



# 3
Formula: C32H32BiF5N6O5STe
Source: OMol25
Level of theory: ωB97M-V/def2-TZVPD

Values from the calculation:
LUMO: -0.541 eV
HOMO-LUMO gap: 6.7 eV
HOMO: -7.2855 eV
ΔE to the lowest compared entry with this formula, charge and spin: 0.0 kJ/mol

```
! RIJCOSX wB97M-V def2-TZVPD def2/J DEFGRID3
* xyz 0 1
Bi -0.10 -0.87 0.47
C 4.94 -2.75 2.70
C 4.10 -2.77 3.80
C 2.77 -2.40 3.69
C 2.25 -2.00 2.46
C 3.10 -1.98 1.35
C 4.43 -2.35 1.47
N 0.91 -1.64 2.30
N 0.20 -1.46 3.44
C -1.06 -1.22 3.32
C -1.77 -0.72 4.50
C -2.84 0.06 4.34
C -3.35 0.37 3.01
C -2.89 -0.23 1.92
C -1.79 -1.25 2.00
H 5.98 -3.04 2.79
H 4.48 -3.09 4.76
H 2.12 -2.44 4.56
H 2.73 -1.65 0.39
H 5.07 -2.32 0.60
H -1.34 -0.94 5.47
H -3.34 0.48 5.21
H -4.15 1.10 2.92
H -3.32 -0.02 0.95
O -0.87 5.21 1.04
C 0.21 4.79 1.67
O 1.09 5.52 2.04
C 0.32 3.32 1.90
C 1.20 2.72 2.79
N 1.06 1.40 2.66
N 0.16 1.10 1.73
C -0.31 2.24 1.25
C -1.35 2.13 0.17
O -2.03 3.13 -0.09
O -1.43 0.99 -0.37
H -1.41 4.46 0.64
H 1.88 3.17 3.49
H 1.51 0.65 3.17
C -0.04 6.11 -3.34
C 0.32 5.16 -2.20
C 1.38 4.17 -2.64
N 1.72 3.23 -1.56
C 1.79 1.91 -1.57
S 2.66 1.05 -0.42
N 1.14 1.17 -2.56
C -0.18 1.34 -3.01
O -0.78 2.38 -2.96
C -0.79 0.06 -3.50
C -0.06 -0.93 -4.14
C -0.69 -2.10 -4.56
C -2.04 -2.28 -4.31
C -2.77 -1.29 -3.67
C -2.15 -0.11 -3.27
H -0.78 6.84 -3.01
H -0.47 5.56 -4.18
H 0.83 6.65 -3.70
H -0.56 4.60 -1.88
H 0.67 5.73 -1.34
H 2.31 4.69 -2.90
H 1.06 3.61 -3.51
H 2.17 3.64 -0.75
H 1.43 0.21 -2.49
H 1.00 -0.79 -4.35
H -0.12 -2.86 -5.07
H -2.53 -3.19 -4.63
H -3.83 -1.43 -3.48
H -2.70 0.67 -2.76
F -2.68 -2.64 0.31
C -2.31 -2.64 1.63
F -1.32 -3.57 1.76
C -3.52 -3.22 2.40
F -3.26 -3.27 3.71
F -3.76 -4.46 1.98
F -4.62 -2.50 2.21
C -0.76 -4.83 -1.57
Te 0.93 -4.19 -0.45
C 2.17 -3.89 -2.16
H -0.91 -4.16 -2.41
H -1.63 -4.78 -0.91
H -0.62 -5.85 -1.91
H 2.34 -4.84 -2.66
H 3.11 -3.48 -1.82
H 1.69 -3.19 -2.84
*
```



# 4
Formula: C7H7NO
Source: OMol25
Level of theory: ωB97M-V/def2-TZVPD

Values from the calculation:
LUMO: 0.322 eV
HOMO-LUMO gap: 9.9 eV
HOMO: -9.6066 eV
ΔE to the lowest compared entry with this formula, charge and spin: 869.4 kJ/mol

```
! RIJCOSX wB97M-V def2-TZVPD def2/J DEFGRID3
* xyz 0 1
C 0.22 0.55 1.38
C 0.14 -0.27 -0.02
C -2.33 -0.95 -0.56
C 0.08 1.01 -0.82
C 0.12 2.26 -0.98
C 1.51 -0.77 -0.49
C 2.61 -1.18 -0.58
H -0.97 0.99 1.42
H 0.17 -0.06 2.53
H 1.05 1.33 1.53
H -0.42 -1.89 -0.87
H -2.93 -1.80 -1.01
H 0.50 3.50 -1.16
H 3.92 -1.45 -0.01
N -0.98 -1.32 -0.26
O -2.67 0.05 -0.11
*
```



# 5
Formula: C7H7AlN5O4S
Source: OMol25
Level of theory: ωB97M-V/def2-TZVPD

Values from the calculation:
LUMO (alpha / beta): 2.854 / 2.802 eV
HOMO-LUMO gap (alpha / beta): 7.8 / 5.8 eV
HOMO (alpha / beta): -4.9522 / -2.9546 eV
ΔE to the lowest compared entry with this formula, charge and spin: 0.0 kJ/mol

```
! RIJCOSX wB97M-V def2-TZVPD def2/J DEFGRID3
* xyz -1 1
Al 0.52 0.02 0.27
N -1.44 -1.73 3.73
C -0.82 -1.40 2.54
S 0.51 -0.26 2.64
N -1.23 -1.99 1.47
N -0.56 -1.57 0.33
C -0.21 -2.49 -0.56
C 0.53 -2.02 -1.67
C 0.95 -2.80 -2.76
C 1.64 -2.21 -3.78
C 1.92 -0.82 -3.73
C 1.51 -0.12 -2.62
N 0.83 -0.68 -1.61
H -1.35 -1.02 4.44
H -2.38 -2.07 3.60
H -0.47 -3.53 -0.41
H 0.72 -3.86 -2.78
H 1.96 -2.80 -4.63
H 2.45 -0.32 -4.52
H 1.73 0.94 -2.50
O -1.64 3.23 -0.26
N -0.64 2.56 -0.15
O 0.50 2.99 -0.17
O -0.81 1.26 -0.01
O 2.24 0.35 0.21
*
```



# 6
Formula: C5H14O
Source: OMol25
Level of theory: ωB97M-V/def2-TZVPD

Values from the calculation:
LUMO: 0.744 eV
HOMO-LUMO gap: 11.6 eV
HOMO: -10.8095 eV
SMILES: CC(C)(C)C.O
ΔE to the lowest compared entry with this formula, charge and spin: 32.1 kJ/mol

```
! RIJCOSX wB97M-V def2-TZVPD def2/J DEFGRID3
* xyz 0 1
C 0.00 0.00 0.00
C 0.12 0.29 1.53
C -1.00 -0.50 2.23
C 1.48 -0.01 2.06
C -0.15 1.79 1.77
H 0.73 0.62 -0.54
H -1.01 0.25 -0.36
H 0.20 -1.06 -0.22
H -0.77 -0.25 3.28
H -1.00 -1.59 2.12
H -2.01 -0.12 1.99
H 2.20 0.83 2.01
H 1.93 -0.89 1.56
H 1.31 -0.26 3.12
H 0.54 2.29 1.08
H 0.04 2.15 2.79
H -1.18 2.05 1.49
O 0.75 2.57 -3.35
H 0.83 1.60 -3.21
H -0.04 2.67 -3.94
*
```